Record 1
Molecular formula: C5H9N2O
Method: DFT, the ωB97M-V functional and the def2-TZVPD basis

Geometry as XYZ:
```
17
C5H9N2O (the ωB97M-V functional and the def2-TZVPD basis)
H 2.308 -1.333 1.492
H -0.257 -3.197 -1.959
N -0.364 1.131 -1.018
C 1.857 -0.444 0.967
H 0.251 0.699 -1.646
C 0.101 -1.825 -0.284
C 0.382 -0.829 0.752
H -1.873 1.084 1.841
H -0.921 2.379 -2.508
H -2.128 1.951 0.515
H 2.399 -0.185 0.063
H 1.863 0.433 1.538
C -0.250 -2.671 -1.081
H 0.064 -1.199 1.789
C -0.739 0.608 0.168
N -1.618 1.166 0.902
O -1.077 2.233 -1.532
```

Output
* LUMO energy (spin up / spin down): -3.471 / -8.628 eV
* total charge: +1
* E: -380.036873 Ha
* highest occupied orbital energy (spin up / spin down): -8.59 / -13.41 eV
* <S²>: 2.024
* multiplicity: 3

Mulliken population analysis, charges in e, atoms 1 to 5: number 1, H, carries 0.37; number 2, H, carries 0.46; number 3, N, carries 0.08; number 4, C, carries -1.20; number 5, H, carries 0.28

=====

Record 2
Molecular formula: C5H9N2O2
Method: DFT, the ωB97M-V functional and the def2-TZVPD basis

Geometry as XYZ:
```
18
C5H9N2O2 (the ωB97M-V functional and the def2-TZVPD basis)
N 2.641 0.370 -1.333
H 1.907 -0.265 -1.609
C 3.093 0.513 -0.044
O -3.283 0.006 0.063
H 3.173 0.029 2.054
O -2.190 -0.687 1.830
C 1.540 -1.001 0.887
H -3.011 -1.006 2.337
H 1.431 -1.712 1.763
C -3.320 0.567 -1.177
H -3.670 1.598 -0.971
H -2.285 0.677 -1.590
C 2.725 -0.150 1.057
C -2.150 -0.176 0.695
H 3.793 1.271 -0.013
N 0.936 -1.394 -0.083
H 2.600 1.197 -1.950
H -3.933 0.163 -1.918
```

Output
* LUMO energy (spin up / spin down): -5.122 / -7.953 eV
* total charge: +1
* E: -455.416167 Ha
* highest occupied orbital energy (spin up / spin down): -13.54 / -11.76 eV

Mulliken population analysis, charges in e, atoms 1 to 5: number 1, N, carries -0.40; number 2, H, carries 0.26; number 3, C, carries 0.02; number 4, O, carries -0.20; number 5, H, carries 0.36

=====

Number 1: M 113.1 g/mol. Number 2: M 129.1 g/mol.